Entry from the OMol25 dataset: the ion C5H14N6PS with charge +1 (ωB97M-V with the def2-TZVPD basis set).

The geometry in XYZ format:
```
27
Properties=species:S:1:pos:R:3:nbo_charge:R:1
H -2.74 2.31 -1.28 0.20
C 0.16 -2.42 0.15 -0.44
N -1.54 -1.24 1.37 -0.36
C -2.46 -0.41 1.62 0.24
H -0.32 -3.19 -0.52 0.23
P -0.82 -0.13 -0.94 1.21
H 3.02 0.85 -1.60 0.21
H -2.44 1.21 -2.52 0.22
H 4.38 0.66 0.16 0.21
N 1.71 0.94 -0.09 -0.17
N -3.01 0.41 0.69 -0.49
H 4.11 -0.38 1.68 0.26
C 2.13 1.24 -1.27 -0.11
N -2.41 0.37 -0.61 -0.61
S 0.12 1.55 0.37 0.03
H 1.23 -2.07 -0.09 0.20
C -2.97 1.35 -1.56 -0.43
H 3.72 -1.00 0.00 0.22
C 3.67 -0.14 0.64 -0.46
H 1.46 1.87 -1.94 0.25
H -2.85 -0.39 2.65 0.23
H -3.83 1.13 0.84 0.44
H 0.05 -2.83 1.19 0.26
H -3.94 0.95 -1.76 0.23
H 2.09 0.32 1.83 0.44
N 2.40 0.41 0.87 -0.39
N -0.93 -1.36 0.12 -0.63
```

Results
Electronic energy = -34465.207 eV
Maximum force = 0.0799 Eh/bohr
Structure (SMILES) = C=[N+](NC)Sp1n(C)nc[nH]n1C
Total charge = +1
LUMO = -3.609 eV
HOMO level = -10.96 eV